DFT (wB97M-V/def2-TZVPD) results for 20 unconnected molecules or ions with the total composition C31H66Cl38FNOP2 at a distorted geometry.

The orbital gap comes out at 7.60 eV. Its LUMO energy is 0.21 eV. As for the HOMO energy: -7.39 eV. As for the multiplicity: 1. The calculation puts the total energy at -533901.3165 eV.

Structure (XYZ):
```
140
Properties=species:S:1:pos:R:3:forces:R:3
N 0.23756 -2.91379 -3.09209 -0.090 0.448 0.718
Cl 8.13637 -1.81823 6.81352 0.054 -0.062 0.026
H -3.10910 3.52642 6.33641 -0.020 0.028 0.033
C -2.82265 1.45356 -1.96316 0.357 -0.596 -0.117
Cl 4.64448 1.48702 6.95362 0.129 0.110 0.113
H 1.09054 5.30588 -4.09545 -0.074 -0.031 0.050
C -3.58987 -0.20681 -0.10722 -0.334 -0.153 -0.142
C 1.23546 1.68470 0.60595 0.379 -0.516 0.056
C -0.62673 -1.38235 -0.26644 -0.353 -0.384 1.102
Cl -4.30669 -1.57080 6.67512 0.027 -0.014 0.009
P 1.14568 -1.81047 -0.26799 -0.684 0.850 -0.545
C -2.43885 4.22279 6.82264 -0.005 -0.008 -0.052
H 1.55337 4.89527 -5.76745 -0.040 -0.050 -0.056
H -2.88148 -0.73167 -2.06269 0.241 0.024 -0.105
C 1.90292 0.53608 0.91647 -0.594 0.912 -0.239
C -6.89077 4.74717 -2.38733 -0.111 -0.075 0.013
C 7.54015 -5.28040 -2.39753 -0.002 -0.014 0.026
Cl 1.99473 5.58496 -8.62992 0.013 0.055 0.005
H -2.61364 -0.38777 5.55164 -0.032 -0.030 -0.034
H -3.62410 -7.54010 -1.61562 -0.043 0.028 -0.051
Cl -6.94971 -0.56717 -0.75606 -0.257 0.139 -0.039
P 1.35663 -1.71919 -2.52269 1.054 -0.458 -1.018
C -3.98595 -1.67181 0.11949 0.381 0.479 -0.661
Cl 0.96273 3.00050 -4.51109 0.171 -0.071 -0.126
C -8.19769 8.26156 -1.53113 0.067 0.032 -0.016
H -8.22061 -1.53412 -2.47590 0.057 -0.039 -0.007
C 6.29795 1.10293 6.46403 -0.093 -0.055 -0.049
Cl -8.81423 2.58900 0.60851 -0.054 -0.005 0.089
H -0.95225 -3.18271 0.83742 -0.051 -0.176 0.232
Cl -11.58727 1.75919 3.00890 0.035 0.015 0.049
H -10.95292 3.30258 4.66238 0.063 0.001 -0.044
Cl 7.41848 -5.48863 -5.71750 0.059 -0.013 -0.220
Cl -3.39899 5.50881 7.56564 -0.005 0.007 -0.025
H 7.83357 -6.30050 -2.61341 0.033 -0.017 0.092
H -0.82697 1.25444 -1.19915 -0.052 -0.201 0.288
H -3.07080 -6.86542 -0.06368 -0.011 0.064 0.029
H 7.84904 -1.36222 -1.35181 -0.019 0.065 -0.053
H -7.59260 8.50702 -0.66746 -0.045 -0.001 0.043
Cl 4.29199 1.79333 1.89052 0.278 0.266 0.065
F 1.14553 -1.97768 1.42497 0.125 -0.386 0.046
Cl -6.73312 3.04447 -1.95931 0.158 -0.046 -0.190
Cl -9.60758 1.43865 5.15908 0.005 0.009 0.013
H -3.61110 2.19804 -1.97727 -0.178 0.268 0.048
H -7.56830 7.96928 -2.36269 -0.037 -0.021 -0.031
H -0.21605 4.85845 -8.93536 0.016 -0.007 0.081
H -9.19665 -1.18719 -1.02786 0.015 -0.018 0.077
H -7.59540 3.65628 2.30912 0.017 0.023 -0.083
H -0.51334 3.15192 -2.43353 -0.078 0.196 -0.068
Cl 6.50734 -5.28476 -0.96002 -0.050 -0.015 0.047
H -7.76516 5.15167 -1.88719 0.183 -0.151 -0.056
C -8.25247 -1.57227 -1.39385 -0.042 0.048 -0.048
H -1.63585 -1.79055 1.62637 -0.092 0.070 0.121
H -2.76948 0.11243 7.25301 -0.073 0.054 0.038
C -3.42356 0.09185 -1.59824 -0.161 0.153 0.332
H 7.71737 -8.19894 1.53094 -0.001 -0.068 -0.011
H -0.14173 -2.58858 -3.97432 -0.029 -0.364 -0.119
Cl 10.00979 -8.67170 1.32927 -0.006 0.013 0.020
Cl -0.77045 5.13626 -5.51997 0.003 0.027 -0.049
H -6.98690 4.82947 -3.46362 0.081 -0.012 -0.010
H -4.42505 0.05967 -2.02422 -0.111 -0.155 -0.204
H 3.31491 -0.87268 0.16300 0.044 -0.229 -0.189
H 6.98103 -4.86189 -3.22070 -0.071 0.144 0.087
C -2.83309 -2.66887 0.01432 -0.048 0.126 1.036
H 6.55070 1.91870 2.55249 0.014 -0.009 -0.075
Cl 7.97054 -8.55597 -0.77427 0.002 -0.082 -0.041
Cl 8.99958 -4.30876 -2.15385 0.015 -0.035 -0.022
C 6.81728 -1.64534 -1.17973 0.085 -0.002 -0.007
H -3.15694 -3.56669 0.53838 -0.102 -0.255 -0.137
H 8.69514 -2.70258 8.91553 -0.070 -0.002 -0.005
C 0.85231 4.70349 -4.96379 0.074 0.042 -0.027
H 6.76726 -2.54405 -0.57813 -0.068 -0.008 0.002
C -3.64717 -6.67747 -0.96134 0.017 -0.056 0.017
H 7.39388 0.22635 -5.17534 0.025 -0.006 0.081
H -4.54624 -1.75908 1.04790 0.188 -0.186 0.233
Cl 2.46691 -0.17588 5.30788 -0.120 -0.087 -0.177
H -1.75663 4.66841 6.10929 0.043 0.037 0.056
H 2.11513 0.33140 1.95915 -1.365 -1.055 0.132
H 5.52662 3.10715 3.38730 -0.028 0.061 -0.025
H 1.70319 2.41961 -0.04143 -0.852 -0.598 -1.465
Cl 4.91478 -6.48099 -4.56222 -0.008 -0.014 -0.007
Cl 8.47292 -1.85107 -5.06343 0.162 -0.043 -0.133
H 2.46954 0.03953 -1.09947 0.009 0.198 -0.037
H -0.58118 3.76778 -0.78928 0.039 0.293 0.009
Cl 6.26552 3.88258 1.29305 0.010 -0.008 -0.001
H 8.29180 -0.14686 -6.66748 0.071 -0.017 -0.010
H 5.41599 -6.03683 -6.81568 -0.016 0.071 0.036
Cl -9.12940 9.68706 -1.99743 0.021 0.001 -0.002
H 1.06291 -1.95306 4.67869 -0.036 0.017 0.037
H 0.77550 -0.12948 -3.86466 0.095 0.258 0.102
C 5.74893 2.63835 2.43777 0.027 -0.109 0.094
H -2.43534 1.36288 -2.98006 -0.132 0.198 -0.212
C -1.16715 3.30535 -1.57917 0.090 -0.523 0.123
C 5.96496 -6.46125 -5.98431 -0.030 -0.042 -0.033
C -11.10309 2.23013 4.64264 -0.117 0.020 0.042
H 8.60979 -6.87847 0.73582 0.035 -0.001 -0.053
Cl 7.10756 2.48465 5.70649 0.065 -0.009 0.052
C -1.50919 -2.26530 0.65760 0.515 -0.363 -0.514
Cl -9.24582 6.89619 -1.10910 -0.137 0.148 0.114
H -1.04739 -1.39262 -1.26289 0.183 0.269 -0.216
H 9.89039 -1.51200 8.34527 -0.009 0.066 -0.035
C 0.75055 4.50601 -9.27465 -0.098 -0.009 0.000
Cl -6.20510 1.84172 1.78752 -0.073 0.067 -0.008
H -2.64652 -2.97859 -1.00815 -0.039 0.247 -0.144
O 0.66013 -0.24013 -2.91396 -0.446 -0.173 0.283
H 6.86195 0.80843 7.33802 0.006 0.077 0.046
C -7.77435 2.62283 2.03715 -0.030 0.024 0.161
H 1.81223 -1.17318 3.26674 -0.065 0.054 0.066
H 1.53424 -3.15629 -0.36085 0.060 -0.060 0.173
Cl 0.96926 2.84407 -8.71821 -0.024 -0.001 0.006
H -2.70271 0.05767 0.46290 0.085 -0.045 0.089
H -11.89044 1.94481 5.32921 0.004 -0.055 -0.005
C 8.31482 -0.17234 -5.58506 -0.106 0.012 -0.021
H -4.67932 -1.91842 -0.67919 -0.287 -0.177 0.048
C 8.48307 -7.95222 0.80601 -0.017 0.108 0.040
Cl 9.66110 0.82798 -5.02535 -0.012 0.026 -0.008
Cl -2.92624 -5.30374 -1.81019 0.017 -0.420 -0.247
Cl -1.49678 3.32191 8.01815 0.017 -0.044 -0.019
H -4.39420 0.41215 0.28654 -0.044 0.255 0.045
Cl -8.09323 -3.25958 -0.88548 -0.018 -0.012 -0.022
H 6.26739 -7.47720 -6.20623 0.034 -0.012 0.060
H -1.99546 3.94475 -1.87357 -0.046 0.224 0.066
Cl -5.32231 -6.35883 -0.50064 0.000 -0.016 0.018
C 8.83612 -1.74115 8.43775 0.069 -0.068 0.021
C 1.33740 -1.00836 4.22556 0.088 -0.150 0.139
H -8.28927 2.10365 2.83563 0.019 -0.068 -0.012
C -1.66873 1.93842 -1.10243 -0.086 0.507 -0.338
Cl 6.05339 -1.97331 -2.73774 -0.162 -0.057 0.096
H -0.53804 -3.09257 -2.45651 -0.142 0.016 -0.177
C -3.30644 -0.15132 6.34991 0.134 -0.057 -0.013
Cl -5.48284 5.69537 -1.87392 -0.002 0.065 -0.011
Cl 5.99858 -0.33427 -0.31755 0.090 0.034 0.065
Cl 8.07680 -0.50120 9.44256 0.007 -0.004 0.009
H 0.24233 1.87726 0.99732 0.648 0.992 1.398
H 0.80783 4.52238 -10.35591 0.075 -0.022 -0.004
Cl -4.28202 1.23361 5.83944 -0.063 0.013 -0.035
H -1.98576 2.02620 -0.06389 0.055 -0.169 0.159
C 2.36200 -0.41660 -0.11865 1.455 0.152 0.324
H -0.66038 -0.37633 0.14407 0.181 0.275 -0.356
H 6.26174 0.29171 5.74751 -0.036 0.034 -0.051
Cl -0.14274 -0.07363 3.96250 -0.044 0.056 -0.065
```
Positions in Å, forces in eV/Å.

Atom charges from the Mulliken analysis, given in e for atoms 1 to 99: -0.6181, -0.1242, -0.1571, -1.1688, -0.1612, 0.3149, 0.5492, -0.6290, 0.6249, -0.1702, -0.0141, 0.2249, 0.1833, 0.2136, -0.3975, 0.0631, -0.0162, -0.1540, -0.0410, 0.3437, 0.0352, 0.1218, -1.3258, -0.0927, -0.1775, 0.2802, 0.3189, -0.1801, 0.6012, -0.1279, 0.2629, -0.1050, -0.1708, 0.3803, -0.6211, 0.2475, 0.3603, 0.3032, 0.0445, -0.2880, -0.0451, -0.1450, 0.2579, 0.1955, 0.2529, 0.3310, 0.3106, -0.2131, -0.1764, -0.1676, -0.4957, 0.2518, 0.2646, -0.4366, 0.2956, 0.2859, -0.1627, -0.1525, 0.3437, 0.4292, 0.1424, -0.0808, -0.0225, 0.2637, -0.1471, -0.1577, -0.3014, 0.8313, 0.2721, -0.3076, 0.1435, -0.3463, 0.2160, 0.3796, -0.0792, 0.2693, 0.2867, 0.2489, 0.2737, -0.1290, -0.0603, 0.6163, 0.3553, -0.1843, 0.3082, 0.2778, -0.1649, 0.3871, 0.2236, -0.3363, 0.2123, -1.0366, -0.3039, -0.2948, 0.1731, -0.1884, -1.1738, -0.1718, 0.1571